(1)
A cluster of 4 separate species, C16H28Br3ClF3IO5 in total, computed with ωB97M-V/def2-TZVPD.

XYZ file:
```
57
Properties=species:S:1:pos:R:3:forces:R:3
C -1.4267 1.3758 3.9786 -0.41 -0.03 -0.29
C -2.1669 1.2026 3.0484 0.31 -0.02 0.28
C -3.0420 0.9727 1.8951 0.03 -0.01 0.11
O -2.3014 0.9629 0.6779 0.05 0.02 -0.15
C -2.0505 -0.2853 0.1050 -0.14 0.24 -0.20
Cl -1.1912 -1.3563 1.2637 0.09 -0.06 0.21
C -1.2816 -0.0756 -1.2456 0.07 0.04 0.28
C -0.2850 -1.1815 -1.5658 -0.10 -0.16 -0.36
C -0.8902 -2.5659 -1.7957 0.24 0.08 0.18
C 0.1917 -3.6135 -1.9658 -0.10 0.10 -0.32
Br 1.0231 -4.0959 -0.2820 0.14 -0.04 0.15
C -0.5745 1.2873 -1.2852 -0.08 0.05 0.05
C 0.4698 1.4435 -0.1738 -0.11 0.01 0.12
C 1.8923 1.8029 -0.5560 -0.21 0.06 0.03
F 1.9934 3.1578 -0.7377 0.07 0.12 -0.05
Br 2.5271 0.9772 -2.1836 0.14 -0.12 -0.17
C 2.8853 1.4200 0.5565 -0.19 0.29 0.02
F 2.8606 0.1015 0.7460 -0.04 -0.67 0.04
F 4.1246 1.7629 0.2381 0.58 0.18 -0.27
Br 2.4624 2.2799 2.2206 -0.15 0.21 0.37
O -2.2432 -0.1831 -2.3053 -0.24 0.09 -0.03
C -3.2595 0.7559 -2.3806 0.17 -0.20 0.10
I -2.8995 2.1930 -3.9538 -0.04 0.13 -0.05
H -0.8062 1.5188 4.8307 0.05 0.01 -0.04
H -3.7721 1.7792 1.8206 0.03 0.03 -0.04
H -3.5904 0.0377 2.0287 0.01 -0.05 -0.03
H -2.9860 -0.8017 -0.1129 0.05 -0.17 0.02
H 0.1808 -0.8725 -2.5049 0.14 -0.01 0.07
H 0.4941 -1.2345 -0.8076 0.01 0.04 0.04
H -1.5454 -2.8506 -0.9738 -0.15 -0.05 -0.14
H -1.4610 -2.5408 -2.7233 -0.19 -0.03 0.02
H 0.9914 -3.2548 -2.6101 0.06 -0.02 0.02
H -0.1999 -4.5322 -2.3900 -0.02 -0.08 0.10
H -1.3042 2.0795 -1.1584 -0.10 0.06 -0.08
H -0.1525 1.4121 -2.2804 0.09 -0.07 -0.01
H 0.5052 0.5565 0.4571 0.04 -0.05 -0.04
H 0.1586 2.2524 0.4853 0.00 -0.02 0.10
H -3.3931 1.3198 -1.4630 0.00 0.11 0.00
H -4.1821 0.2641 -2.6673 0.00 -0.03 -0.06
C 4.1674 -2.4956 3.0497 -0.07 0.07 0.03
O 3.2929 -1.5831 3.7014 0.06 -0.05 -0.08
H 4.6259 -3.1041 3.8254 0.01 -0.02 0.01
H 3.6285 -3.1527 2.3616 0.01 -0.01 0.00
H 4.9577 -1.9769 2.4999 0.01 -0.01 0.00
H 2.8830 -1.0393 3.0235 -0.05 0.06 0.01
C 5.0076 5.3554 0.5354 -0.17 -0.03 -0.05
O 3.7122 5.9416 0.5835 0.09 -0.06 -0.01
H 5.6825 6.0078 1.0836 -0.01 0.03 0.02
H 5.0159 4.3673 1.0038 0.05 0.00 0.00
H 5.3653 5.2652 -0.4939 0.05 -0.01 0.01
H 3.1141 5.3621 0.1025 -0.05 0.01 0.03
C -4.5935 -3.9515 -1.2082 0.07 0.06 0.01
O -3.9440 -2.9611 -0.4154 -0.18 0.02 0.02
H -4.0224 -4.0391 -2.1292 0.01 -0.01 -0.02
H -4.6035 -4.9223 -0.7081 0.00 -0.01 -0.01
H -5.6174 -3.6629 -1.4573 0.00 0.00 -0.01
H -4.4276 -2.8825 0.4120 0.05 -0.04 0.05
```
Forces are in eV/Å.

Values from the calculation:
- SMILES: C#CCO[C@H](Cl)[C@](CCCBr)(CC[C@](F)(Br)C(F)(F)Br)OCI.CO.CO.CO
- Maximum force: 0.0131 Eh/bohr
- HOMO level: -0.3520 Eh
- Net charge: 0
- HOMO-LUMO gap: 9.70 eV

Results of the Löwdin charge analysis, in e, for atoms 1 through 2:
1 C 0.13
2 C -0.11


(2)
A structure of composition C27H19F5N7O4STi, computed with ωB97M-V/def2-TZVPD.

XYZ file:
```
64
Properties=species:S:1:pos:R:3:forces:R:3
Ti -0.4269 0.4748 0.3732 -0.16 0.05 -0.43
O 2.7074 3.1641 -3.2536 0.02 0.01 0.02
C 1.9409 2.3423 -3.9830 0.00 -0.06 0.06
C 2.2440 2.2265 -5.3400 -0.01 -0.01 -0.07
C 1.5048 1.3929 -6.1497 -0.01 0.01 0.04
C 0.4393 0.6485 -5.6344 -0.01 -0.01 -0.02
C 0.1352 0.7509 -4.2987 0.01 0.03 -0.03
C 0.8760 1.5893 -3.4499 0.09 -0.04 -0.03
C 0.5229 1.6419 -2.0417 -0.11 0.07 0.27
O -0.4294 0.8721 -1.5969 0.05 -0.10 0.08
N 1.1451 2.4856 -1.2271 0.06 -0.02 -0.15
N 0.5229 2.3947 -0.0237 -0.07 -0.26 0.09
C 0.5064 3.3295 0.8358 0.09 -0.01 0.06
C -0.5466 3.1761 1.8454 -0.12 -0.12 0.02
C -0.7785 4.0840 2.8535 -0.02 0.09 -0.03
C -1.9395 3.9526 3.6120 -0.04 -0.01 0.02
C -2.8224 2.9317 3.3228 0.02 0.05 0.03
C -2.4955 2.0222 2.3229 0.05 0.03 -0.01
N -1.3744 2.1275 1.6138 0.10 -0.19 0.13
H 2.3740 3.1782 -2.3333 -0.03 0.03 -0.02
H 3.0663 2.8110 -5.7292 0.00 0.00 0.00
H 1.7508 1.3199 -7.2010 0.01 0.00 0.00
H -0.1442 0.0089 -6.2814 0.00 0.00 0.00
H -0.6953 0.2012 -3.8763 0.01 0.00 0.01
H 1.1169 4.2245 0.7650 -0.08 0.04 -0.12
H -0.0841 4.8961 3.0208 -0.01 0.01 -0.01
H -2.1569 4.6592 4.4016 0.01 0.00 0.00
H -3.7521 2.8211 3.8613 0.00 -0.01 -0.01
H -3.1396 1.1874 2.0848 0.01 -0.02 -0.02
N 3.0853 -0.2077 2.9091 0.01 -0.06 0.03
C 2.4491 0.4783 3.9183 0.01 0.04 -0.03
C 1.2777 0.9242 3.3886 0.06 -0.06 0.02
N 1.1907 0.5223 2.0810 -0.06 0.30 0.01
C 2.2874 -0.1580 1.8261 -0.11 -0.03 -0.10
C 2.3809 -0.7767 0.5195 -0.03 0.09 0.06
N 1.3390 -0.6421 -0.2778 -0.27 -0.04 0.09
C 1.6361 -1.3038 -1.4453 0.06 -0.08 0.04
C 2.8762 -1.8467 -1.3352 -0.03 0.03 0.01
N 3.3369 -1.4983 -0.0806 0.03 -0.02 0.00
H 3.9639 -0.6892 2.9955 0.01 -0.01 0.00
H 2.8788 0.5790 4.8984 0.00 0.00 0.00
H 0.4880 1.4705 3.8740 0.01 0.01 0.00
H 0.9451 -1.3349 -2.2686 -0.01 0.00 -0.01
H 3.4658 -2.4319 -2.0169 0.00 0.00 0.00
H 4.2326 -1.7518 0.3007 0.01 0.00 0.00
F -2.0195 -6.5498 1.0615 0.00 -0.01 -0.01
C -1.8743 -5.2613 1.3414 0.04 -0.07 -0.01
C -0.6099 -4.7005 1.3945 0.05 0.01 0.00
F 0.4665 -5.4539 1.1666 0.00 0.00 -0.01
C -0.4735 -3.3594 1.6928 -0.10 0.05 0.01
F 0.7722 -2.8608 1.7462 0.08 0.01 -0.01
C -1.5648 -2.5305 1.9332 0.02 -0.12 -0.13
S -1.3749 -0.8384 2.3320 0.20 -0.04 0.08
C -2.8212 -3.1260 1.8690 0.05 0.07 0.03
F -3.9143 -2.3973 2.0781 -0.04 0.00 0.00
C -2.9820 -4.4703 1.5839 -0.12 -0.02 0.00
F -4.1977 -5.0054 1.5301 0.00 0.00 0.00
C -2.3516 -2.3436 -1.4380 -0.02 -0.01 -0.02
O -1.6463 -1.3497 -0.6643 0.08 -0.03 -0.06
C -2.3056 -0.2531 -0.2071 0.27 0.49 0.02
O -3.4602 -0.0030 -0.3386 -0.04 -0.05 0.07
H -2.0581 -2.2445 -2.4812 -0.01 0.00 0.00
H -3.4217 -2.1819 -1.3304 0.00 -0.01 0.01
H -2.0640 -3.3185 -1.0505 0.00 0.01 -0.02
```
Forces are in eV/Å.

Values from the calculation:
- Maximum force: 0.0109 Eh/bohr
- HOMO level: -0.3905 Eh
- ΔE to the lowest compared entry with this formula, charge and spin: 1.137 eV
- Net charge: +1
- HOMO-LUMO gap: 6.36 eV

Results of the Löwdin charge analysis, in e, for atoms 1 through 2:
1 Ti 1.01
2 O 0.08


(3)
A structure of composition C6H12O3SSi, computed with ωB97M-V/def2-TZVPD.

XYZ file:
```
23
Properties=species:S:1:pos:R:3:forces:R:3
C 0.2833 1.9455 0.9375 -0.40 -2.21 -0.84
C 0.1332 0.8053 0.3054 -0.53 -2.42 2.12
C -0.2386 2.1183 2.3504 -0.12 -0.41 -2.02
C 1.2886 -2.0606 -0.3524 -5.58 -0.55 -3.69
C 0.9694 0.2256 -2.5698 -0.86 -1.03 4.32
C -1.8035 -0.6811 -1.3427 2.70 -4.15 1.77
O 0.6063 -1.0437 2.7232 1.14 -0.18 0.89
O -1.7118 -1.2818 2.0894 -1.29 -0.20 0.15
O -0.9041 0.9716 2.8174 -1.02 0.23 0.62
Si 0.1509 -0.5885 -0.9974 0.18 1.32 -1.08
S -0.5513 -0.4735 2.1375 1.09 2.96 -3.29
H 0.7773 2.6954 0.3726 0.24 1.18 0.01
H 0.5914 2.2718 2.9403 1.82 0.61 1.65
H -0.7963 3.0484 2.2472 -0.91 -0.41 0.84
H 1.4548 -1.8835 0.6131 0.51 0.09 4.07
H 0.6121 -2.9849 -0.6054 1.79 1.35 0.78
H 2.1602 -1.9945 -0.8874 2.05 -0.22 -1.52
H 1.9918 0.2596 -2.5584 2.79 -0.05 0.38
H 0.7096 -0.2668 -3.3870 -1.29 -2.50 -3.76
H 0.6469 1.1803 -2.7039 -1.17 2.94 -0.16
H -2.1477 0.2718 -1.2089 -1.19 2.29 0.61
H -2.0342 -1.0549 -2.3070 -0.06 -0.22 -1.11
H -2.1884 -1.4798 -0.6138 0.11 1.58 -0.75
```
Forces are in eV/Å.

Values from the calculation:
- Maximum force: 0.1305 Eh/bohr
- HOMO level: -0.3458 Eh
- ΔE to the lowest compared entry with this formula, charge and spin: 1.954 eV
- Net charge: 0
- HOMO-LUMO gap: 9.76 eV

Results of the Löwdin charge analysis, in e, for atoms 1 through 2:
1 C -0.13
2 C -0.08


> Which of these has the lowest HOMO-LUMO gap?

C27H19F5N7O4STi


> Among the records above, which one has the lowest HOMO level?

C27H19F5N7O4STi